[1]
The following is a quantum chemistry calculation of a structure of composition C10H18FeN3, from the Open Molecules 2025 dataset.

Output
multiplicity: 2
calculated total energy: -1819.25199 Eh
net charge: +2

Cartesian coordinates (Å):
Fe 0.17 0.36 -0.91
C 1.53 0.67 -2.43
C 0.21 0.84 -2.95
C -0.48 -0.37 -2.80
C 0.42 -1.32 -2.24
C 1.66 -0.69 -2.04
H 2.32 1.40 -2.39
H -0.20 1.75 -3.37
H -1.52 -0.55 -3.06
H 0.19 -2.34 -1.99
H 2.54 -1.17 -1.64
N -0.10 2.37 -0.63
C 0.90 2.90 0.36
C 1.01 1.88 1.46
N 1.28 0.56 0.80
H 0.04 2.90 -1.48
H -1.05 2.59 -0.34
H 0.64 3.90 0.71
H 1.85 2.98 -0.17
H 0.04 1.78 1.95
H 1.75 2.12 2.21
H 1.01 -0.15 1.46
H 2.28 0.41 0.65
C -1.65 -2.91 3.03
C -2.29 -2.61 1.68
C -1.49 -1.68 0.88
N -0.85 -0.95 0.27
H -2.30 -3.59 3.58
H -1.52 -2.01 3.63
H -0.68 -3.40 2.91
H -3.28 -2.15 1.79
H -2.42 -3.51 1.08

For each atom in turn, the Mulliken charge in e is:
1. Fe 0.43
2. C -0.38
3. C -0.53
4. C -0.21
5. C -0.61
6. C -0.31
7. H 0.50
8. H 0.51
9. H 0.47
10. H 0.55
11. H 0.53
12. N -0.42
13. C -0.58
14. C -0.55
15. N -0.27
16. H 0.32
17. H 0.25
18. H 0.42
19. H 0.32
20. H 0.30
21. H 0.42
22. H 0.32
23. H 0.30
24. C -1.14
25. C -0.33
26. C 0.51
27. N -0.45
28. H 0.35
29. H 0.35
30. H 0.35
31. H 0.29
32. H 0.30

[2]
The following is a quantum chemistry calculation of a cluster of 2 separate species, C10H18IN4O6S in total, from the Open Molecules 2025 dataset.

Output
multiplicity: 1
calculated total energy: -1757.76202 Eh
net charge: +1

Cartesian coordinates (Å):
N -1.16 3.33 2.72
C -1.18 3.49 1.25
O -0.99 4.67 0.75
C -1.37 2.20 0.26
C -0.38 2.45 -0.99
C 0.08 1.12 -1.79
C 1.64 1.37 -2.24
N 2.58 1.29 -1.05
N 3.92 1.54 -1.40
C 4.30 2.74 -0.95
O 4.75 3.88 -0.66
C 2.45 -0.08 -0.44
I 3.35 -1.61 -1.71
C 0.92 -0.39 0.01
N -0.09 -0.17 -1.06
H -0.68 2.45 2.97
H -0.56 4.09 3.11
H -1.15 1.27 0.89
H -2.48 2.15 -0.03
H -0.97 3.11 -1.75
H 0.53 3.09 -0.66
H -0.53 1.02 -2.79
H 1.95 0.71 -3.12
H 1.68 2.48 -2.60
H 2.34 1.97 -0.30
H 3.07 -0.06 0.54
H 0.69 0.14 1.02
H 0.90 -1.54 0.26
H -1.06 -0.34 -0.75
C -2.88 -4.96 1.19
C -2.42 -4.32 -0.11
O -1.69 -3.15 0.28
S -0.97 -3.44 1.71
O 0.39 -3.81 1.46
O -1.33 -2.39 2.62
O -1.80 -4.77 2.11
H -3.76 -4.44 1.59
H -3.11 -6.02 1.07
H -3.25 -4.05 -0.77
H -1.73 -4.98 -0.65

For each atom in turn, the Mulliken charge in e is:
1. N -0.56
2. C 0.35
3. O -0.57
4. C -0.30
5. C -0.65
6. C 0.09
7. C -0.81
8. N 0.45
9. N -0.81
10. C 0.74
11. O -0.36
12. C -1.06
13. I 0.26
14. C -0.15
15. N -0.20
16. H 0.27
17. H 0.31
18. H 0.10
19. H 0.32
20. H 0.26
21. H 0.29
22. H 0.43
23. H 0.31
24. H 0.41
25. H 0.52
26. H 0.60
27. H 0.23
28. H 0.16
29. H 0.35
30. C -0.38
31. C -0.34
32. O -0.24
33. S 1.13
34. O -0.54
35. O -0.55
36. O -0.29
37. H 0.29
38. H 0.32
39. H 0.32
40. H 0.29

[3]
The following is a quantum chemistry calculation of a structure of composition C10H18MnN8, from the Open Molecules 2025 dataset.

Output
multiplicity: 4
calculated total energy: -1979.19476 Eh
net charge: +4

Cartesian coordinates (Å):
Mn 0.09 0.12 -0.05
N 1.15 -1.33 0.87
C 0.30 -2.52 1.24
C -0.72 -2.69 0.13
N -1.34 -1.35 -0.21
C -2.54 -0.96 0.62
C -2.10 -0.26 1.88
N -1.07 0.76 1.46
H 1.85 -1.63 0.18
H 1.70 -1.02 1.68
H -0.15 -2.32 2.21
H 0.92 -3.40 1.35
H -1.50 -3.40 0.41
H -0.24 -3.07 -0.77
H -1.69 -1.46 -1.16
H -3.15 -1.84 0.85
H -3.16 -0.30 0.00
H -1.64 -0.92 2.60
H -2.93 0.24 2.38
H -0.56 1.11 2.29
H -1.55 1.59 1.10
N 2.96 3.13 0.08
C 2.30 2.23 0.79
N 1.47 1.57 -0.04
C 1.71 2.16 -1.26
N 2.61 3.10 -1.22
C 1.00 1.74 -2.46
C 1.25 2.35 -3.71
N 0.52 1.83 -4.64
C -0.38 0.88 -4.67
C -0.57 0.32 -3.39
N 0.11 0.75 -2.32
H 3.67 3.79 0.40
H 2.43 2.08 1.85
H 1.96 3.16 -3.90
H -0.89 0.58 -5.58
H -1.30 -0.48 -3.29

For each atom in turn, the Mulliken charge in e is:
1. Mn 0.53
2. N -0.48
3. C -0.52
4. C -0.59
5. N 0.19
6. C -0.59
7. C -0.52
8. N -0.48
9. H 0.41
10. H 0.35
11. H 0.25
12. H 0.45
13. H 0.39
14. H 0.42
15. H 0.21
16. H 0.39
17. H 0.42
18. H 0.25
19. H 0.45
20. H 0.35
21. H 0.41
22. N 0.19
23. C -0.17
24. N 0.31
25. C -0.09
26. N -0.45
27. C 0.80
28. C -0.28
29. N 0.17
30. C -0.44
31. C 0.07
32. N -0.57
33. H 0.26
34. H 0.46
35. H 0.53
36. H 0.45
37. H 0.46

[4]
The following is a quantum chemistry calculation of a cluster of 2 separate species, C10H18N in total, from the Open Molecules 2025 dataset.

Output
relative energy (zero: lowest compared OMol25 entry of this formula, charge and spin): 429.2 kJ/mol
multiplicity: 1
net charge: +1

Cartesian coordinates (Å):
C -2.15 2.61 1.25
C -2.23 1.41 0.71
C -2.54 -1.09 0.16
C -2.36 0.23 0.28
C 2.70 1.41 0.19
C -0.53 -0.57 -2.28
C 0.38 -2.14 0.96
C 1.33 0.87 0.56
C -0.05 0.20 -1.22
C 1.20 -1.44 -0.13
N 0.80 -0.08 -0.34
H -1.76 2.83 2.28
H -2.96 -1.41 -0.76
H -2.50 -1.74 1.04
H 3.23 0.72 -0.44
H 2.54 2.36 -0.37
H 3.27 1.64 1.09
H -0.42 -1.60 -2.11
H -1.59 -0.40 -2.54
H 0.01 -0.25 -3.21
H -0.72 -2.12 0.69
H 0.93 -3.03 1.21
H 0.54 -1.64 1.96
H 0.62 1.69 0.62
H 1.40 0.32 1.51
H -2.40 3.53 0.77
H -0.34 1.24 -1.26
H 1.44 -2.15 -1.01
H 2.19 -1.42 0.40

For each atom in turn, the Mulliken charge in e is:
1. C -1.07
2. C 0.50
3. C -1.47
4. C 0.85
5. C -1.19
6. C -1.48
7. C -0.82
8. C -0.32
9. C 0.12
10. C -0.88
11. N 0.36
12. H 0.27
13. H 0.30
14. H 0.48
15. H 0.37
16. H 0.34
17. H 0.36
18. H 0.44
19. H 0.34
20. H 0.34
21. H -0.04
22. H 0.49
23. H 0.33
24. H 0.25
25. H 0.35
26. H 0.30
27. H 0.63
28. H 0.48
29. H 0.36

[5]
The following is a quantum chemistry calculation of the molecule C10H18N2O5, from the Open Molecules 2025 dataset.

Output
relative energy (zero: lowest compared OMol25 entry of this formula, charge and spin): 127.8 kJ/mol
multiplicity: 1
SMILES string: CC[C@H](C)[C@H](N)C(=O)N[C@@H](CC(=O)O)C(=O)O
net charge: 0

Cartesian coordinates (Å):
C -3.14 -0.42 -1.22
C -2.69 0.19 0.07
C -1.28 -0.45 0.48
C -1.37 -1.87 1.01
C -0.64 0.50 1.47
N -1.59 0.67 2.52
C -0.21 1.81 0.88
O -0.61 2.90 1.22
N 0.75 1.64 -0.09
C 1.60 0.55 -0.20
C 1.78 0.09 -1.65
C 2.43 -1.27 -1.86
O 2.19 -2.21 -1.14
O 3.24 -1.44 -2.93
C 2.94 1.05 0.37
O 3.27 2.21 0.44
O 3.70 -0.06 0.61
H -3.18 -1.54 -1.31
H -2.38 -0.11 -1.91
H -4.17 -0.07 -1.49
H -2.59 1.27 -0.08
H -3.35 0.09 0.90
H -0.67 -0.49 -0.40
H -2.05 -2.44 0.34
H -0.41 -2.46 0.99
H -1.87 -1.95 1.96
H 0.28 0.12 1.96
H -1.14 1.24 3.22
H -2.29 1.38 2.21
H 1.15 2.54 -0.33
H 1.31 -0.32 0.36
H 0.81 0.04 -2.09
H 2.29 0.92 -2.18
H 3.31 -2.40 -2.98
H 4.56 0.29 0.83

For each atom in turn, the Mulliken charge in e is:
1. C -1.30
2. C -0.93
3. C 1.57
4. C -1.55
5. C -0.52
6. N -0.70
7. C 0.05
8. O -0.67
9. N -0.06
10. C 0.38
11. C -1.11
12. C 0.63
13. O -0.55
14. O -0.47
15. C 0.36
16. O -0.56
17. O -0.39
18. H 0.27
19. H 0.35
20. H 0.36
21. H 0.32
22. H 0.49
23. H -0.23
24. H 0.33
25. H 0.27
26. H 0.39
27. H 0.59
28. H 0.33
29. H 0.31
30. H 0.36
31. H 0.21
32. H 0.38
33. H 0.34
34. H 0.35
35. H 0.36

[6]
The following is a quantum chemistry calculation of the molecule C10H18N2O5, from the Open Molecules 2025 dataset.

Output
relative energy (zero: lowest compared OMol25 entry of this formula, charge and spin): 411.3 kJ/mol
multiplicity: 1
SMILES string: CC(C)C[C@H](NC(=O)[C@@H](N)CC(=O)O)C(=O)O
net charge: 0

Cartesian coordinates (Å):
C -1.14 -3.09 -2.16
C -1.66 -1.85 -1.58
C -2.44 -2.11 -0.27
C -0.45 -0.89 -1.53
C -0.15 -0.07 -0.25
N 0.72 -0.63 0.70
C 1.19 -0.06 1.83
O 1.54 -0.79 2.66
C 1.18 1.38 1.70
N 1.29 2.12 2.95
C 2.33 1.82 0.77
C 2.08 3.04 -0.13
O 1.19 3.87 -0.21
O 3.28 3.26 -0.85
C -1.49 0.43 0.50
O -1.71 0.35 1.67
O -2.08 0.93 -0.67
H -0.27 -3.57 -1.72
H -0.84 -2.99 -3.16
H -1.86 -3.91 -2.09
H -2.54 -1.44 -2.30
H -1.76 -2.89 0.22
H -2.80 -1.24 0.26
H -3.25 -2.82 -0.60
H -0.25 -0.18 -2.33
H 0.34 -1.74 -1.64
H 0.43 0.84 -0.55
H 0.73 -1.61 0.98
H 0.15 1.67 1.31
H 1.78 1.62 3.66
H 0.43 2.22 3.33
H 3.01 2.04 1.49
H 2.68 1.09 0.06
H 3.25 3.98 -1.53
H -2.93 1.20 -0.52

For each atom in turn, the Mulliken charge in e is:
1. C -1.91
2. C 1.25
3. C -1.49
4. C -1.41
5. C 0.86
6. N -0.02
7. C -0.01
8. O -0.65
9. C 0.96
10. N -0.75
11. C -1.25
12. C 0.49
13. O -0.55
14. O -0.49
15. C 0.10
16. O -0.52
17. O -0.44
18. H 0.46
19. H 0.47
20. H 0.39
21. H 0.18
22. H 0.25
23. H 0.47
24. H 0.44
25. H 0.24
26. H 0.38
27. H -0.21
28. H 0.23
29. H 0.11
30. H 0.26
31. H 0.31
32. H 0.62
33. H 0.52
34. H 0.34
35. H 0.38

Number 1: strongest force on any atom 0.625 eV Å⁻¹. Number 2: strongest force on any atom 9.310 eV Å⁻¹. Number 3: strongest force on any atom 0.361 eV Å⁻¹. Number 4: strongest force on any atom 4.623 eV Å⁻¹. Number 5: strongest force on any atom 2.642 eV Å⁻¹. Number 6: strongest force on any atom 5.974 eV Å⁻¹.